Record 1
108
Properties=species:S:1:pos:R:3:forces:R:3 method="wB97M-V/def2-TZVPD" e_homo_ev="-0.9 / -0.9" charge=-2 lumo_ev="4.0 / 4.0"
Ti -0.456561 0.440318 0.298812 -0.6 1.4 -0.5
S 0.411548 -1.529539 -0.906408 -0.1 0.1 0.2
C -0.073538 -3.116274 -0.259346 0.2 0.1 0.0
C 0.691434 -4.229498 -0.625263 0.0 0.0 -0.1
C 0.362890 -5.497749 -0.174128 0.0 0.0 0.0
C -0.734176 -5.690324 0.659217 0.0 0.0 0.0
C -1.509546 -4.596206 1.016165 0.0 0.0 -0.1
C -1.193215 -3.330704 0.544005 0.1 0.0 0.2
As -2.159629 -1.703484 0.880546 -0.1 -0.2 -0.2
C -3.410462 -1.812639 -0.639812 0.0 0.1 0.1
C -3.052265 -2.441561 -1.826241 0.0 0.0 0.0
C -3.909661 -2.416499 -2.918954 0.0 0.0 0.0
C -5.130195 -1.761707 -2.837811 0.0 0.0 0.0
C -5.491531 -1.125570 -1.656768 0.0 0.0 0.0
C -4.635737 -1.153169 -0.563760 0.0 0.0 0.0
C -3.455563 -2.187257 2.257031 0.0 0.2 0.1
C -4.500319 -3.066187 1.983069 0.0 -0.1 0.1
C -5.447856 -3.359771 2.955072 0.0 0.0 0.0
C -5.359035 -2.775868 4.211690 0.0 0.0 0.0
C -4.326046 -1.891714 4.487441 0.0 0.0 0.0
C -3.381393 -1.593517 3.513519 -0.1 0.0 0.0
H 1.550221 -4.083223 -1.269622 0.0 0.0 0.0
H 0.977862 -6.341620 -0.465675 0.0 0.0 0.0
H -0.981775 -6.679358 1.025586 0.0 0.0 0.0
H -2.365673 -4.731021 1.666259 0.0 0.0 0.0
H -2.091180 -2.930740 -1.915078 0.0 0.0 0.0
H -3.609479 -2.897162 -3.841855 0.0 0.0 0.0
H -5.791411 -1.734327 -3.695755 0.0 0.0 0.0
H -6.430830 -0.588607 -1.589514 0.0 0.0 0.0
H -4.919277 -0.649875 0.353215 0.0 0.0 0.0
H -4.583086 -3.518657 1.002758 0.0 0.0 0.0
H -6.258002 -4.042134 2.725996 0.0 0.0 0.0
H -6.098821 -3.004190 4.970333 0.0 0.0 0.0
H -4.250378 -1.426507 5.462932 0.0 0.0 0.0
H -2.583142 -0.897737 3.731625 0.0 0.0 0.0
F -5.239008 3.154393 -3.829941 0.0 0.1 -0.1
C -4.641491 2.783876 -2.689139 0.0 0.0 0.1
C -3.604738 1.867096 -2.708830 -0.1 0.0 0.1
F -3.215875 1.348418 -3.861526 0.1 -0.1 -0.1
C -3.042839 1.489396 -1.505683 0.1 0.0 -0.1
F -2.071310 0.557926 -1.519945 0.1 -0.2 -0.2
C -3.459852 1.960107 -0.272431 0.2 0.0 0.4
S -2.752729 1.368956 1.224978 0.1 0.1 -0.4
C -4.496495 2.883626 -0.299641 -0.1 0.0 0.0
F -4.980576 3.396942 0.841344 0.0 0.0 0.1
C -5.079776 3.295937 -1.482308 0.1 -0.1 0.0
F -6.085085 4.185526 -1.467369 -0.1 0.1 0.0
Se 0.181013 -1.503453 3.626214 0.3 0.1 -0.2
P 0.413889 0.471588 2.739279 -0.4 0.3 0.6
Se 0.133113 2.534624 -0.465533 0.0 -1.6 0.8
C -0.542957 1.671839 3.814815 0.1 -0.1 -0.1
C -0.755379 1.372140 5.156659 0.0 -0.1 0.0
C -1.339620 2.299549 6.008630 0.0 0.0 0.0
C -1.725869 3.543281 5.525468 0.0 0.0 0.0
C -1.523713 3.846727 4.186334 0.0 0.0 0.0
C -0.929747 2.921000 3.338693 0.1 0.1 -0.1
C 2.049274 1.204313 3.203900 0.1 -0.1 -0.2
C 2.357288 2.506124 2.816915 0.0 0.0 0.0
C 3.546529 3.094422 3.216136 0.0 0.0 0.1
C 4.444186 2.388048 4.010950 -0.1 0.0 -0.1
C 4.141476 1.089649 4.392245 0.0 0.0 0.0
C 2.949430 0.498558 3.986522 0.0 0.0 0.1
H -0.453176 0.398068 5.526256 0.0 0.0 0.0
H -1.488219 2.049852 7.053157 0.0 0.0 0.0
H -2.178410 4.271501 6.188970 0.0 0.0 0.0
H -1.833977 4.806445 3.790480 0.0 0.0 0.0
H -0.765006 3.174104 2.297762 0.0 0.0 0.0
H 1.662638 3.059314 2.193787 0.0 0.0 0.0
H 3.770290 4.109748 2.910645 0.0 0.0 0.0
H 5.372633 2.849204 4.327400 0.0 0.0 0.0
H 4.828933 0.532402 5.018653 0.0 0.0 0.0
H 2.697485 -0.512615 4.287851 0.0 0.0 0.0
C 3.765905 0.707766 -1.333179 0.0 0.0 0.0
C 3.475487 0.932698 0.143586 -0.2 -0.1 -0.1
O 2.886342 -0.211326 0.763811 0.4 0.1 -0.2
C 3.867967 -1.182206 1.077987 -0.1 0.0 0.0
C 3.234998 -2.548892 1.191503 0.0 0.0 0.0
H 3.847438 1.668575 -1.847414 0.0 0.0 0.0
H 2.936892 0.166775 -1.795194 0.0 0.1 0.0
H 4.689276 0.149273 -1.505934 0.0 0.0 0.0
H 2.745659 1.733508 0.237532 0.0 0.0 0.1
H 4.375084 1.219364 0.705884 0.0 0.1 0.0
H 4.355342 -0.897268 2.022474 0.0 0.0 0.0
H 4.639070 -1.193861 0.299195 0.0 0.0 0.0
H 2.405183 -2.535685 1.900555 0.0 0.0 0.0
H 3.981882 -3.272444 1.534043 0.0 0.0 0.0
H 2.847643 -2.867297 0.224797 0.0 0.0 0.0
C 5.400514 1.501982 -7.152657 0.0 0.0 0.1
C 4.236479 1.321315 -6.210795 0.0 0.0 0.0
C 3.687231 0.070160 -5.965300 0.0 0.0 0.1
C 2.572178 -0.103217 -5.149236 0.1 0.0 0.0
C 2.054962 -1.494603 -4.909195 0.0 0.0 0.0
C 1.937967 1.011590 -4.559137 -0.1 0.0 -0.1
Se 0.309142 0.787144 -3.595168 0.1 0.1 -0.3
C 2.544743 2.275040 -4.739734 0.0 0.0 0.0
C 2.005141 3.507476 -4.061179 0.0 0.0 0.0
C 3.661699 2.405211 -5.558906 0.0 0.0 0.0
H 5.759968 0.537575 -7.517662 0.0 0.0 0.0
H 6.239409 2.011710 -6.669137 0.0 0.0 0.0
H 5.120702 2.101762 -8.024151 0.0 0.0 0.0
H 4.146044 -0.807708 -6.416595 0.0 0.0 0.0
H 2.792233 -2.237583 -5.228695 0.0 0.0 0.0
H 1.120296 -1.666751 -5.451181 0.0 0.0 0.0
H 1.815787 -1.640401 -3.853301 0.0 0.0 0.0
H 1.402666 3.242101 -3.194068 0.0 0.0 0.0
H 1.361795 4.080334 -4.737286 0.0 0.0 0.0
H 2.826432 4.158579 -3.746646 0.0 0.0 0.0
H 4.099101 3.394499 -5.687978 0.0 0.0 0.0

***

Record 2
107
Properties=species:S:1:pos:R:3:forces:R:3 method="wB97M-V/def2-TZVPD" spin_multiplicity=2 e_homo_ev="-1.8 / -4.4" s2=0.76 charge=-1 lumo_ev="1.8 / 1.8"
Na 0.787872 -0.951782 -0.593626 -0.2 -0.2 0.3
C 2.094053 1.459571 5.342799 0.4 0.1 0.0
C 2.079961 2.838068 5.355153 -0.2 0.8 0.5
C 3.049008 3.625545 4.716842 -0.2 0.2 0.1
C 4.103544 2.967323 4.113131 -1.5 -1.1 0.1
C 4.073429 1.562425 4.036042 1.0 0.7 -0.6
C 3.082417 0.805916 4.608258 -0.4 -1.2 0.5
H 1.392719 0.922212 5.971979 -0.1 -0.1 -0.4
H 1.318665 3.319063 5.955069 -0.1 0.2 -0.1
H 2.965756 4.733709 4.672919 0.1 -1.0 0.3
H 4.843101 3.499327 3.590843 1.0 0.6 -0.5
H 4.873102 1.113703 3.459919 -0.1 -0.3 0.1
H 3.053983 -0.309502 4.533383 0.2 1.1 -0.1
C 4.249438 2.218734 0.133014 1.4 1.0 -1.3
C 3.190925 1.313873 -0.351640 -0.8 -3.7 2.8
N 2.962052 0.180622 0.277796 -0.5 1.2 -1.0
O 3.781482 -0.132093 1.328996 0.4 1.4 -1.0
C 2.215990 1.762754 -1.363691 1.1 1.2 -1.2
C 2.909238 2.328772 -2.586369 -0.6 0.7 -0.6
N 0.953430 1.772782 -1.176639 -0.4 1.2 0.3
O 0.261606 2.622110 -2.119226 0.5 -1.0 0.4
H 4.918933 1.697979 0.850693 -0.7 0.5 -0.5
H 3.710386 3.065507 0.599290 0.7 -0.1 -0.1
H 4.882372 2.571143 -0.766651 -0.9 -0.2 1.5
H 3.314550 -0.855350 1.817990 -0.4 -0.5 -0.3
H 3.433882 3.301681 -2.507465 -0.5 -0.4 0.5
H 2.132321 2.462308 -3.345384 0.4 -0.1 -0.1
H 3.684794 1.640687 -2.921732 -0.2 -0.2 0.0
C -3.621677 3.624472 -5.692607 -0.1 0.3 0.2
C -2.559742 4.539897 -5.524159 0.5 -0.4 -0.9
C -1.828876 4.579793 -4.332794 -1.0 0.3 0.4
C -2.216435 3.776766 -3.231373 0.5 0.2 -0.1
C -3.338665 2.972565 -3.345876 -0.8 0.0 -1.2
C -4.072870 2.932417 -4.560195 0.3 -0.6 -0.4
Ge -1.118460 3.725087 -1.590308 -0.2 0.4 -0.4
C -0.297702 5.549507 -1.352447 -0.8 -1.5 1.5
C -0.568724 6.299650 -0.209608 1.0 1.4 -0.6
C 0.129411 7.508047 0.026670 0.0 -0.5 -0.8
C 1.109077 7.919848 -0.900006 -0.5 0.0 0.2
C 1.376545 7.136843 -2.027377 0.5 0.5 0.3
C 0.689359 5.956519 -2.202446 0.2 -0.3 -1.8
C -2.129689 2.969419 -0.079540 0.9 0.3 -0.6
C -3.461111 3.239852 0.146213 -0.9 1.1 -0.8
C -4.169753 2.642611 1.156806 -0.7 -0.8 1.0
C -3.579026 1.683000 1.989653 0.9 0.4 -0.9
C -2.215055 1.432943 1.773877 0.3 0.1 0.8
C -1.490168 2.094323 0.776856 -0.4 -0.7 0.2
H -4.094729 3.468267 -6.703888 0.5 0.3 1.3
H -2.231500 5.127447 -6.415711 -0.3 -0.4 1.0
H -1.052897 5.335117 -4.178065 -0.1 -0.4 -0.3
H -3.678373 2.340733 -2.535158 0.1 0.0 0.1
H -4.929381 2.241038 -4.692910 0.6 0.5 0.4
H -1.360888 6.012205 0.429637 -0.6 -0.3 0.8
H -0.113191 8.138885 0.884794 0.1 -0.3 -0.2
H 1.604589 8.886592 -0.775386 0.0 -0.4 0.1
H 2.143937 7.419141 -2.756870 -0.4 0.1 0.3
H 0.823939 5.375047 -3.128059 0.4 0.2 0.5
H -4.011812 3.950225 -0.485444 0.3 -0.2 0.1
H -5.222727 2.888633 1.303829 0.2 0.0 -0.1
H -4.150606 1.145036 2.738515 0.1 0.2 0.0
H -1.634677 0.801082 2.455634 -0.5 -0.1 -0.4
H -0.457875 1.854335 0.578660 0.1 -0.1 0.4
N -2.090554 -4.349166 -6.498415 -2.0 -0.2 0.4
C -0.825868 -3.927157 -6.371290 2.3 1.4 2.7
S 0.311375 -4.177850 -7.610224 -0.2 0.1 0.1
C -0.497498 -3.336063 -5.023676 -0.3 -1.3 -2.7
C 0.797228 -2.830493 -4.744535 -0.7 -0.3 0.1
C 1.013187 -2.261213 -3.515223 0.1 0.1 -1.1
N 0.121587 -2.255253 -2.511381 -0.6 0.7 1.2
C -1.116487 -2.755575 -2.746407 0.9 -0.7 -1.1
C -1.444322 -3.291303 -3.982668 -0.5 0.7 1.1
H -2.384383 -4.609669 -7.411426 -0.1 -0.1 -0.5
H -2.804782 -3.932361 -5.900519 0.4 -0.3 -0.5
H 1.482777 -2.978091 -5.563623 0.5 0.5 0.1
H 1.897637 -1.653784 -3.369308 0.4 -0.3 0.3
H -1.802983 -2.823807 -1.913441 0.0 0.2 0.1
H -2.466206 -3.609668 -4.111784 -0.1 -0.3 0.0
O 2.690702 -2.114484 2.332845 0.3 -0.6 0.5
C 1.633928 -2.704719 2.148823 -3.2 -0.4 -0.8
N 1.387756 -4.035312 2.481077 1.6 0.7 -0.3
C 0.012816 -4.435973 2.356122 0.3 2.5 1.4
C -0.493264 -3.125838 1.639310 -1.7 0.3 -1.5
O -1.636757 -3.056877 1.161722 1.3 -0.2 0.8
N 0.453033 -2.166237 1.573508 1.7 -0.6 0.7
C -0.657700 -4.388142 3.709541 -1.2 0.4 -0.5
C 0.007493 -3.914224 4.812161 0.8 -0.7 0.3
C -0.647953 -3.694809 5.986682 -0.5 0.8 1.1
C -2.019728 -3.855054 6.083263 -0.3 -0.5 0.7
C -2.710606 -4.391896 5.015788 -0.6 -0.2 -1.4
C -2.041238 -4.577307 3.799369 0.1 -0.1 0.7
C -0.222324 -5.643835 1.587486 1.3 -2.3 -0.6
C 0.464313 -5.737869 0.365961 -0.2 0.7 -1.3
C 0.379420 -6.854384 -0.466472 -0.4 -1.0 1.8
C -0.316652 -8.004364 0.036489 0.3 1.1 -1.5
C -0.985579 -7.877990 1.248414 -0.3 -1.8 0.2
C -0.835879 -6.795185 2.103923 -0.5 1.1 -0.7
H 2.127298 -4.562476 2.910286 -0.1 -0.2 0.1
H 1.074868 -3.800524 4.825463 0.3 0.2 -0.3
H -0.098272 -3.310427 6.844540 -0.1 -0.1 -0.1
H -2.531562 -3.626281 7.016498 0.1 -0.1 -0.1
H -3.788983 -4.669593 5.001519 0.9 0.6 0.4
H -2.603213 -4.867837 2.927577 0.0 -0.1 -0.1
H 1.027966 -4.841527 -0.007074 -0.7 -0.9 0.4
H 0.881961 -6.861750 -1.419625 0.0 -0.1 -0.1
H -0.359003 -8.922951 -0.613237 -0.2 1.0 0.9
H -1.666949 -8.700830 1.543806 0.7 0.4 0.0
H -1.305851 -6.774280 3.095550 0.2 -0.2 -0.6

***

Number 1: largest force on an atom 1.8 eV Å⁻¹, calculated total energy -13896.1745 Ha. Number 2: largest force on an atom 4.7 eV Å⁻¹, calculated total energy -5161.1367 Ha.